Computed, not measured: the ion C5H10F2N4O with charge +2, with ωB97M-V with the def2-TZVPD basis set.

```
22
Properties=species:S:1:pos:R:3:nbo_charge:R:1
H 1.111 1.888 2.058 0.43
N 0.926 1.422 1.137 -0.66
C 1.088 2.117 0.076 0.28
N 0.770 1.652 -1.210 -0.56
C 0.052 0.542 -1.510 0.73
N -0.457 0.375 -2.696 -0.67
N -0.176 -0.397 -0.464 -0.62
C 0.557 -0.957 0.464 0.78
O 0.105 -1.595 1.425 -0.36
C -1.147 -1.574 2.087 -0.34
C 2.066 -1.165 0.101 0.48
F 2.808 -0.194 0.685 -0.29
F 2.294 -0.945 -1.257 -0.33
H 1.575 3.136 -0.007 0.23
H 0.894 2.437 -1.903 0.47
H -0.922 -0.430 -2.953 0.45
H -0.597 1.180 -3.435 0.48
H -1.236 -0.611 -0.282 0.48
H -1.288 -0.818 2.746 0.25
H -1.046 -2.424 2.785 0.27
H -2.033 -2.024 1.464 0.24
H 2.606 -2.112 0.301 0.24
```

The LUMO energy comes out at -9.17 eV. The spin multiplicity is 1. The value obtained for the HOMO-LUMO gap is 9.579 eV. As for the total charge: +2. As for the structure (SMILES): [H]/N=C/NC(=[NH2+])/[NH+]=C(/OC)C(F)F.

***

Computed, not measured: a structure of composition C27H43BrN2OP2Sn, with ωB97M-V with the def2-TZVPD basis set.

```
77
Properties=species:S:1:pos:R:3:mulliken_charge:R:1
C 0.387 -5.875 5.474 -0.33
C 0.054 -5.718 4.119 0.78
C -0.490 -6.831 3.448 -0.35
C -0.629 -8.040 4.147 -0.37
N -0.288 -8.172 5.429 0.05
C 0.209 -7.123 6.082 -0.37
C 0.284 -4.474 3.425 -0.17
C 0.561 -3.418 2.874 -0.49
C 1.025 -2.223 2.269 0.65
C 0.837 -0.973 2.890 -0.87
C 1.177 0.205 2.217 -0.34
C 1.659 0.083 0.919 0.47
C 2.065 -1.129 0.379 -0.57
C 1.689 -2.297 1.035 -0.96
Sn 1.251 1.666 -0.556 1.28
P -1.266 2.534 -0.125 0.86
H -0.787 -6.765 2.406 0.45
H 0.793 -5.039 6.050 0.45
H -1.028 -8.920 3.638 0.42
H 0.485 -7.266 7.132 0.42
H 1.892 -3.268 0.596 0.55
H 0.399 -0.934 3.892 0.50
H 2.626 -1.191 -0.553 0.48
H 1.014 1.177 2.689 0.65
C -1.630 4.003 -1.177 -0.75
C -3.044 4.185 -1.733 -1.23
H -0.898 3.970 -2.004 0.49
H -1.363 4.883 -0.564 0.45
H -3.067 5.123 -2.304 0.41
H -3.347 3.384 -2.421 0.30
H -3.799 4.266 -0.940 0.32
C -2.394 1.155 -0.558 0.40
C -3.210 0.552 0.587 -1.48
H -1.758 0.375 -1.008 -0.25
H -3.052 1.510 -1.364 0.35
H -3.625 -0.411 0.261 0.44
H -2.607 0.364 1.486 0.31
H -4.057 1.195 0.869 0.34
C -1.604 3.097 1.585 -0.39
C -2.915 3.851 1.815 -1.22
H -0.745 3.732 1.861 0.21
H -1.559 2.209 2.234 0.41
H -3.045 4.028 2.891 0.42
H -2.921 4.833 1.328 0.33
H -3.799 3.297 1.475 0.27
Br 3.940 1.426 -0.833 -0.30
P 0.549 -0.918 -4.270 0.31
C -0.989 -0.081 -3.685 0.51
C -1.855 0.352 -4.870 -1.44
H -0.702 0.781 -3.061 -0.50
H -1.536 -0.797 -3.052 0.49
H -2.863 0.617 -4.532 0.38
H -1.427 1.224 -5.378 0.38
H -1.946 -0.451 -5.610 0.42
C 1.892 0.265 -3.874 0.53
C 3.068 0.162 -4.849 -1.38
H 2.233 0.060 -2.848 -0.60
H 1.457 1.274 -3.885 0.43
H 3.730 1.022 -4.704 0.40
H 3.648 -0.752 -4.665 0.36
H 2.739 0.151 -5.894 0.41
C 0.794 -2.218 -2.974 -0.05
C 0.171 -3.542 -3.420 -1.36
H 0.367 -1.865 -2.025 0.05
H 1.880 -2.329 -2.845 0.49
H 0.494 -4.349 -2.753 0.40
H -0.924 -3.498 -3.396 0.35
H 0.477 -3.798 -4.440 0.39
C 2.271 5.571 1.868 -1.22
C 2.553 4.144 1.511 0.58
N 3.753 3.657 1.847 -0.27
O 1.674 3.431 0.931 -0.49
H 2.999 5.959 2.591 0.44
H 1.253 5.628 2.275 0.28
H 2.311 6.194 0.965 0.32
H 4.073 2.769 1.463 0.08
H 4.436 4.305 2.222 0.26
```

The LUMO energy (spin up / spin down) comes out at -14.03 / -14.09 eV. The spin multiplicity is 1. The value obtained for the HOMO-LUMO gap (spin up / spin down) is 4.326 / 4.311 eV. As for the total charge: +4.

***

Computed, not measured: the ion C3H6N5OS with charge -1, with ωB97M-V with the def2-TZVPD basis set.

```
16
Properties=species:S:1:pos:R:3:nbo_charge:R:1
C 1.319 1.389 0.595 -0.67
C 0.105 1.417 -0.275 0.29
O 0.340 2.079 -1.495 -0.77
N -0.073 -0.201 -0.667 -0.56
S 0.891 -0.581 -2.003 -0.40
C -0.757 -0.982 0.081 0.47
N -1.506 -0.585 1.138 -0.42
N -2.015 -1.665 1.654 -0.09
N -1.620 -2.733 1.023 -0.17
N -0.844 -2.365 0.019 -0.41
H 1.941 0.613 0.217 0.24
H 0.979 1.232 1.620 0.21
H 1.722 2.435 0.433 0.21
H -0.808 1.613 0.236 0.19
H 0.642 1.315 -2.063 0.46
H -0.314 -2.981 -0.514 0.42
```

The LUMO energy comes out at 3.59 eV. The spin multiplicity is 1. The value obtained for the HOMO-LUMO gap is 6.695 eV. As for the total charge: -1. As for the structure (SMILES): C[C@@H](O)N([S-])c1nnn[nH]1.

***

Record order is preserved below.
Max |F|: 0.1171 0.0918 0.0830 Eh/bohr